Density functional theory data (wB97M-V/def2-TZVPD) for C35H40MnN7O2S5 as an isolated structure in a non-equilibrium geometry.

* net charge: +1
* Kohn-Sham gap (alpha / beta): 0.2972 / 0.2972 hartree
* energy relative to the best compared isomer or geometry (same formula, charge and spin): 55.29 kcal/mol
* E: -5033.2030 hartree
* HOMO energy (alpha / beta): -0.3917 / -0.3942 Eh
* maximum force: 3.18 eV/A
* 2S+1: 6
* ⟨S²⟩: 8.7547

```
90
Properties=species:S:1:pos:R:3:forces:R:3
Mn -0.282 1.902 1.511 -1.03 0.20 0.97
C 2.243 -0.126 4.058 1.64 -0.38 -1.38
C 2.564 -1.564 3.602 -0.46 -0.41 0.19
S 1.974 -1.834 1.906 -0.41 -0.85 0.25
C 1.506 -3.630 1.982 0.26 1.72 -0.57
C 1.111 -4.005 0.567 -0.15 -0.91 0.26
S -0.250 -3.138 -0.291 0.57 0.08 0.19
C -1.733 -3.579 0.600 -1.07 0.01 0.41
C -1.893 -3.029 2.015 -2.31 0.46 -0.51
S -1.936 -1.220 2.088 -0.11 -0.09 -0.46
C -1.845 -1.017 3.864 0.20 -0.31 0.48
C -0.405 -1.033 4.380 0.12 -0.12 -1.14
S 0.586 0.408 3.803 -1.32 0.14 0.22
H 2.875 0.589 3.492 -0.40 -0.30 0.15
H 2.509 0.031 5.070 0.27 -0.08 1.17
H 2.163 -2.287 4.337 -0.23 0.25 -0.57
H 3.602 -1.845 3.521 0.62 0.69 0.54
H 0.658 -3.694 2.647 0.27 -0.46 0.48
H 2.378 -4.247 2.241 -0.40 0.18 0.30
H 0.922 -5.103 0.651 0.14 0.68 -0.83
H 1.996 -3.747 -0.037 -0.38 -0.57 -0.20
H -1.783 -4.652 0.628 0.02 -0.64 0.22
H -2.623 -3.303 0.025 0.39 0.25 -0.37
H -1.094 -3.401 2.551 1.44 -0.54 1.53
H -2.868 -3.330 2.525 1.24 -0.12 -0.91
H -2.413 -1.775 4.436 0.13 0.16 -0.54
H -2.360 -0.091 4.009 -0.15 0.61 0.50
H 0.044 -1.922 3.942 0.22 0.04 -0.16
H -0.331 -1.186 5.438 -0.07 0.45 0.77
C 1.024 3.837 -5.580 2.29 0.36 1.37
C 0.516 3.767 -4.154 0.34 -0.45 -1.38
C -0.753 3.260 -3.949 -1.50 0.44 1.88
C -1.407 3.281 -2.694 1.69 -0.19 -0.69
C -0.660 3.656 -1.580 1.03 0.45 -1.37
C 0.656 4.103 -1.782 1.12 -0.14 -0.97
C 1.298 4.156 -3.083 -1.34 0.33 2.84
S -1.386 3.848 -0.012 0.82 1.54 1.70
O -0.144 3.935 0.921 -1.59 -0.34 -1.10
O -2.224 5.022 -0.047 0.38 -0.63 0.19
N -2.070 2.518 0.396 0.21 -1.06 -0.64
C -3.315 2.292 1.013 1.14 1.02 -0.57
C -4.500 2.341 0.354 -1.11 -0.76 -0.16
C -5.719 2.012 1.029 1.13 -0.24 0.25
C -5.651 1.845 2.384 -0.56 -0.04 -0.65
C -4.442 2.029 3.104 -0.35 -0.42 1.66
C -4.399 2.213 4.540 -1.51 0.67 -1.56
C -3.220 2.559 5.103 1.64 -0.27 0.77
C -2.033 2.402 4.356 0.68 0.40 -1.67
N -2.038 2.176 3.036 0.58 0.32 1.16
C -3.235 2.118 2.418 -1.00 0.06 -0.41
H 1.231 4.885 -5.824 -0.39 -0.15 -0.27
H 0.445 3.336 -6.322 -0.61 -0.18 -0.36
H 2.046 3.385 -5.560 -0.69 0.11 -0.29
H -1.360 2.945 -4.763 -0.15 -0.17 -0.77
H -2.421 2.971 -2.599 -0.64 -0.22 0.01
H 1.232 4.398 -0.907 -0.15 0.02 -0.23
H 2.323 4.576 -3.120 -0.84 -0.47 -0.31
H -4.537 2.494 -0.712 0.24 0.19 -0.12
H -6.645 1.792 0.490 0.39 0.39 0.15
H -6.566 1.526 2.842 -0.16 0.14 0.78
H -5.384 2.337 5.020 0.76 -0.33 0.11
H -3.045 2.913 6.114 -0.61 -0.20 0.04
H -1.007 2.570 4.735 -0.96 -0.24 0.29
C -1.256 -0.146 -1.531 -0.61 1.36 0.12
C 0.148 0.070 -0.991 -1.91 0.56 -0.03
N 0.586 0.871 -0.007 0.94 -0.93 -1.19
C 1.970 0.866 -0.150 -1.24 -0.95 -0.43
C 2.358 0.044 -1.133 -0.50 0.37 -1.11
N 1.160 -0.431 -1.663 2.44 -0.16 0.44
C 1.119 -1.242 -2.827 -2.46 -1.60 -1.22
N 2.312 -1.401 -3.496 2.52 -0.60 -0.90
N 2.771 -0.456 -4.364 1.02 -0.79 -0.41
N 3.875 -0.873 -4.873 -0.05 1.46 -0.05
C 4.228 -2.092 -4.346 -0.75 -0.08 0.30
C 5.361 -2.890 -4.523 0.42 0.34 -1.05
C 5.397 -4.185 -4.041 -0.98 1.26 0.24
C 4.306 -4.580 -3.253 -0.80 0.27 0.47
C 3.260 -3.702 -2.906 0.29 -1.85 0.27
C 3.184 -2.480 -3.512 0.39 1.01 0.06
H -1.585 -1.181 -1.516 0.07 -0.08 0.25
H -1.353 0.184 -2.592 0.59 -0.20 0.56
H -2.000 0.521 -1.034 0.70 -0.71 0.10
H 2.617 1.411 0.427 1.15 1.42 1.51
H 3.270 0.011 -1.722 -0.11 -0.38 0.57
H 0.416 -0.763 -3.506 -0.17 -0.11 -0.18
H 0.788 -2.304 -2.699 -0.29 1.01 0.69
H 6.170 -2.472 -5.119 -0.08 -0.20 0.05
H 6.240 -4.808 -4.261 0.16 -0.36 0.05
H 4.210 -5.593 -2.881 0.30 0.07 0.10
H 2.522 -4.046 -2.207 -0.36 -0.17 0.09
```
Positions in Å, forces in eV/Å.

These are the Mulliken partial charges, in e, on atoms 1 to 5: number 1, Mn, carries 0.2390; number 2, C, carries -0.9935; number 3, C, carries -1.2079; number 4, S, carries 0.3236; number 5, C, carries -0.9790

---

Density functional theory data (wB97M-V/def2-TZVPD) for a 2-piece molecular cluster, C35H40N3O overall in a non-equilibrium geometry.

* net charge: +1
* Kohn-Sham gap: 0.1738 hartree
* energy relative to the best compared isomer or geometry (same formula, charge and spin): 12.64 kcal/mol
* E: -1596.9435 hartree
* HOMO energy: -0.3505 Eh
* maximum force: 2.58 eV/A

```
79
Properties=species:S:1:pos:R:3:forces:R:3
C -2.317 -1.080 3.010 0.33 -0.44 0.17
N -2.255 0.113 2.205 -0.46 0.40 -0.11
C -3.352 0.879 1.931 -1.16 -0.69 0.49
O -4.502 0.626 2.277 1.74 0.61 -0.56
C -2.872 2.085 1.118 -1.03 -0.32 -0.27
C -3.150 3.423 1.819 0.41 0.35 0.26
C -4.625 3.669 2.088 -0.11 0.22 -0.07
C -5.094 3.846 3.397 -0.09 -0.42 -0.33
C -6.469 3.927 3.638 0.05 0.06 -0.21
C -7.377 3.917 2.572 0.42 0.08 -0.05
C -6.895 3.838 1.260 0.21 -0.02 0.02
C -5.521 3.724 1.015 -0.24 -0.17 0.42
N -1.456 1.755 0.897 1.28 1.82 -1.31
C -0.640 2.492 0.130 -1.71 -1.15 0.71
C 0.682 2.129 -0.117 1.86 -0.18 -0.85
C 1.485 2.717 -1.077 -1.08 0.87 1.24
C 2.918 2.667 -1.121 1.39 -0.27 0.05
C 3.628 3.686 -1.811 -0.37 -0.49 -0.14
C 5.008 3.621 -1.967 0.10 -0.07 0.25
C 5.731 2.547 -1.424 -0.58 -0.03 -0.05
C 5.063 1.576 -0.661 -0.29 0.21 0.18
C 3.683 1.668 -0.451 -0.09 0.30 -0.42
C -1.008 0.537 1.593 0.17 -0.92 0.64
C 0.025 0.845 2.695 -0.16 0.26 0.14
C -0.485 -0.580 0.663 -0.24 0.07 -0.27
H -3.331 -1.222 3.386 0.15 0.16 -0.16
H -2.022 -1.952 2.411 -0.17 0.10 0.21
H -1.620 -0.987 3.853 -0.26 -0.11 -0.10
H -3.422 2.088 0.157 0.41 -0.14 0.34
H -2.594 3.444 2.767 -0.08 0.05 -0.18
H -2.744 4.222 1.177 -0.07 -0.12 0.20
H -4.376 3.861 4.223 -0.34 -0.07 -0.24
H -6.833 3.977 4.665 0.10 0.10 -0.28
H -8.451 3.999 2.760 0.41 -0.10 -0.07
H -7.588 3.841 0.419 0.15 0.05 0.23
H -5.138 3.641 -0.008 -0.27 0.03 0.29
H -1.047 3.416 -0.292 -0.07 -0.44 0.00
H 1.131 1.333 0.472 -0.13 0.56 -0.16
H 1.001 3.401 -1.785 0.22 -0.05 0.28
H 3.055 4.530 -2.203 0.27 -0.29 -0.11
H 5.529 4.409 -2.511 -0.16 -0.23 0.16
H 6.808 2.464 -1.590 -0.39 0.07 0.08
H 5.630 0.750 -0.218 -0.26 0.37 -0.11
H 3.168 0.966 0.212 0.31 0.20 -0.49
H -0.442 1.465 3.474 0.15 -0.18 -0.19
H 0.362 -0.101 3.137 -0.05 0.34 -0.09
H 0.893 1.383 2.307 -0.12 -0.18 0.23
H -1.305 -0.972 0.045 0.18 0.07 0.19
H 0.300 -0.241 -0.016 -0.13 -0.26 0.14
H -0.069 -1.390 1.276 -0.17 0.21 -0.23
C -0.523 -4.193 -4.111 -0.14 0.05 0.30
C 0.268 -3.282 -5.058 0.19 0.20 -0.15
C 1.392 -2.628 -4.231 0.17 0.28 -0.11
N 1.248 -3.145 -2.879 -0.29 -0.08 -0.22
C 2.039 -2.740 -1.847 1.15 1.20 1.00
C 2.680 -1.520 -1.627 -0.65 -1.05 -0.77
C 3.711 -1.643 -0.531 0.04 -0.39 -0.03
C 3.327 -2.951 0.115 0.09 -0.03 0.31
C 2.421 -3.623 -0.708 -0.02 -0.36 -0.16
C 2.057 -4.932 -0.400 -0.15 -0.21 0.32
C 2.395 -5.463 0.849 0.27 0.23 -0.05
C 3.220 -4.748 1.725 -0.11 0.18 -0.38
C 3.736 -3.501 1.324 -0.15 -0.37 0.11
C 0.222 -4.177 -2.767 -0.01 -0.54 0.16
H -1.547 -3.836 -3.969 0.15 -0.07 -0.14
H -0.568 -5.217 -4.491 -0.12 0.22 0.04
H 0.708 -3.866 -5.873 -0.15 0.19 0.08
H -0.377 -2.515 -5.495 0.12 -0.17 -0.03
H 2.378 -2.890 -4.655 -0.21 0.09 0.28
H 1.330 -1.531 -4.230 -0.08 -0.18 -0.08
H 2.609 -0.659 -2.284 0.13 -0.15 -0.04
H 4.709 -1.747 -1.002 -0.22 -0.05 0.21
H 3.826 -0.829 0.189 -0.31 -0.12 -0.10
H 1.524 -5.556 -1.110 -0.04 0.21 0.41
H 2.011 -6.444 1.128 0.22 0.19 -0.07
H 3.473 -5.179 2.696 -0.01 0.21 -0.30
H 4.440 -2.979 1.968 -0.10 -0.03 -0.11
H -0.454 -3.983 -1.916 0.26 0.01 -0.26
H 0.650 -5.178 -2.606 -0.07 0.37 -0.11
```
Positions in Å, forces in eV/Å.

These are the Mulliken partial charges, in e, on atoms 1 to 5: number 1, C, carries -0.9197; number 2, N, carries 0.2342; number 3, C, carries 0.3127; number 4, O, carries -0.6886; number 5, C, carries -0.0434